A 13-piece molecular cluster, C39H71F5N8O23 overall. Source: the Open Molecules 2025 dataset; level of theory: ωB97M-V/def2-TZVPD.

The geometry in XYZ format:
```
146
Properties=species:S:1:pos:R:3:forces:R:3
C 2.07121 3.73897 2.27168 -2.174 -0.436 -1.515
C 1.85961 2.32797 1.70200 0.167 -0.112 0.124
O 2.86789 2.20387 0.73363 -0.474 -0.804 -0.371
C 3.56852 3.32196 0.65392 2.712 0.387 -2.619
O 4.44625 3.50958 -0.18422 -1.673 -0.336 1.596
O 3.21085 4.18445 1.56649 0.655 1.207 1.035
F 0.64794 2.19512 1.09707 -0.600 0.285 -0.603
H 2.13429 3.71461 3.35047 0.304 0.420 0.042
H 1.22111 4.34651 1.84022 0.615 -0.400 1.202
H 1.92861 1.47569 2.32557 0.281 -0.465 1.147
C 0.43128 -4.48516 -2.71091 1.116 -0.781 0.121
C 1.47012 -3.51521 -3.24098 0.505 -0.672 -0.633
O 2.66278 -4.13284 -2.89883 0.706 -0.261 0.566
C 2.45502 -4.77385 -1.66701 0.225 0.372 -1.016
O 3.29872 -4.98563 -0.86884 0.410 -0.095 0.058
O 1.18243 -5.09755 -1.57009 -1.765 0.525 -0.775
F 1.43037 -2.36737 -2.47233 -0.435 0.461 -0.266
H 0.19090 -5.28624 -3.43808 0.030 0.536 0.515
H -0.41249 -3.94178 -2.34002 -0.685 -0.116 0.435
H 1.48651 -3.26455 -4.33040 -0.164 -0.091 0.979
C -4.72097 2.87881 1.96340 -0.601 0.419 0.549
C -6.01418 2.27494 2.49933 -0.537 0.339 0.755
O -6.05203 2.80708 3.85653 -0.676 -0.733 -1.332
C -4.86460 3.38162 4.19897 -0.587 -0.228 0.058
O -4.66960 3.84342 5.28655 0.360 -0.336 -0.996
O -4.04302 3.32700 3.14166 0.897 0.069 0.523
F -6.07047 0.89579 2.55335 0.782 0.449 0.313
H -4.92187 3.79921 1.40403 -0.129 -0.465 -0.299
H -4.13547 2.16862 1.40644 0.389 -0.139 -0.068
H -6.91152 2.51706 1.91938 0.226 0.452 0.460
C -3.33246 1.81829 -2.38368 -0.025 0.208 1.007
C -3.99701 0.64854 -3.11122 0.386 0.598 -1.418
O -5.23302 0.50784 -2.51369 -0.054 0.829 0.075
C -5.26172 1.30301 -1.40431 -3.522 -0.037 1.463
O -6.24188 1.34494 -0.69504 1.162 -0.234 -0.535
O -4.21280 2.06569 -1.22937 1.159 -0.531 -1.363
F -3.32352 -0.49004 -2.82063 0.768 -0.685 -0.178
H -3.22573 2.77687 -2.87015 -0.050 -0.080 -0.572
H -2.39269 1.48189 -1.98124 0.419 0.096 -0.090
H -4.04628 0.73891 -4.24968 -0.202 -0.101 1.585
C -0.22442 -0.57948 -1.02110 -0.447 -2.969 -1.543
C 0.27183 -1.39284 0.17490 -0.692 1.001 0.243
O -0.60510 -0.98755 1.17727 -0.406 0.716 0.636
C -1.44828 0.04311 0.76446 2.391 -3.440 -2.355
O -2.18784 0.56019 1.47238 -2.296 2.112 1.899
O -1.36678 0.12160 -0.59403 0.097 0.609 0.910
F 1.51779 -0.97049 0.56708 0.355 -0.335 -0.329
H -0.44999 -1.33452 -1.84258 -0.385 1.272 1.015
H 0.51460 0.05892 -1.40977 0.819 1.034 -0.138
H 0.18887 -2.48198 0.07485 0.595 0.415 -0.039
C 4.43003 -1.47117 -2.85384 -1.135 -1.063 0.182
C 4.79716 -1.87600 -4.25824 -1.882 -0.584 -0.032
O 3.88037 -1.97089 -5.09203 0.807 0.567 -0.072
N 6.03340 -2.30969 -4.50807 0.149 0.345 1.482
C 6.44372 -2.64634 -5.83834 1.340 1.655 -0.405
H 4.43685 -2.38200 -2.24351 0.651 0.084 0.134
H 3.34482 -1.33110 -2.87810 0.393 0.669 -0.064
H 4.94070 -0.66653 -2.35313 0.392 0.237 -0.076
H 6.58967 -2.46500 -3.65324 -0.061 0.146 -1.284
H 5.96953 -3.49958 -6.25757 -0.380 -0.827 -0.179
H 7.52726 -2.72709 -5.80704 0.061 -0.556 -0.123
H 6.29704 -1.77817 -6.52120 -0.325 -0.558 0.476
C -0.28655 2.69588 -5.28445 -0.031 0.501 -1.383
C 0.46841 2.39241 -4.02006 -1.902 -0.084 0.668
O -0.09607 2.37060 -2.91227 0.050 0.193 -0.742
N 1.73807 2.06533 -4.13591 2.078 -0.652 0.700
C 2.44704 1.66065 -2.89650 0.254 -0.322 0.126
H 0.42951 3.00244 -6.08566 -0.513 -0.218 0.481
H -0.97822 3.56193 -5.14139 0.393 -0.943 0.021
H -0.82212 1.79032 -5.69410 0.381 1.001 0.742
H 2.24950 2.13092 -5.01639 -0.449 -0.051 0.579
H 1.77870 1.08686 -2.23582 0.142 0.489 -0.517
H 2.82821 2.50616 -2.30666 -0.164 -0.082 -0.319
H 3.28213 0.98321 -3.10177 -0.136 0.386 -0.387
C -1.18670 -4.03495 1.98594 -0.710 -1.277 0.306
C -2.07730 -3.30070 0.92664 -1.151 -0.946 0.870
O -1.81803 -3.20946 -0.26469 0.601 -0.028 -0.306
N -3.26581 -2.85387 1.42226 0.318 -1.237 0.837
C -4.35240 -2.34070 0.61581 0.339 0.442 0.303
H -0.80656 -3.35899 2.74452 -0.330 0.290 0.172
H -0.29774 -4.52270 1.57929 -0.225 0.197 -0.629
H -1.74757 -4.89525 2.53666 0.651 1.773 -0.999
H -3.48181 -3.16713 2.36945 0.177 0.269 -0.110
H -4.95048 -3.06171 0.03814 0.057 -0.127 0.690
H -3.84742 -1.77342 -0.12120 0.167 0.969 -1.033
H -4.94175 -1.65065 1.24757 -0.021 -0.538 -0.479
C 2.40585 -3.20344 -7.91171 -0.773 2.935 -2.411
C 1.05928 -2.58453 -7.52383 -1.534 -0.515 -0.855
O 0.01522 -2.82752 -8.17212 1.896 0.454 1.548
N 1.07983 -1.76178 -6.42871 -0.471 -1.001 -0.122
C -0.10631 -1.20151 -5.80488 0.472 -0.199 -0.735
H 2.57241 -4.15033 -7.53140 0.176 -1.860 0.875
H 3.20265 -2.51884 -7.65587 0.343 -0.054 0.498
H 2.42014 -3.21601 -9.03630 -0.162 -0.375 1.041
H 1.94665 -1.47449 -6.04344 1.026 -0.155 0.263
H -0.95641 -1.81837 -6.09829 -0.096 0.447 -0.083
H -0.12335 -0.18510 -6.16454 -0.958 0.446 -0.060
H -0.03145 -1.15676 -4.72214 0.221 -0.230 0.191
C 1.82875 5.71641 -1.17153 -0.458 0.395 0.499
C 0.48982 5.53401 -0.44025 -0.121 1.478 0.929
O 0.15243 6.27469 0.49139 0.680 -0.190 -0.486
N -0.31496 4.53589 -0.80845 -0.728 -0.206 -0.155
C -1.57617 4.22695 -0.13251 -0.005 0.089 -0.248
H 2.61073 5.60581 -0.44129 0.312 -0.182 0.459
H 2.00629 6.73160 -1.55950 -0.630 -0.353 0.021
H 2.00320 4.97877 -1.92778 -0.009 -0.388 -0.624
H -0.02823 3.92802 -1.53736 0.157 -0.662 -0.621
H -2.29752 3.75571 -0.81101 0.305 0.426 -0.177
H -2.02528 5.10938 0.33874 0.336 -0.141 -0.296
H -1.40894 3.48219 0.62177 0.156 -0.300 0.694
C 2.04983 2.02427 6.35403 0.019 -0.348 -0.373
C 0.60185 2.20101 5.82453 2.011 0.671 0.881
O 0.32830 2.35242 4.64489 0.026 -0.424 -0.060
N -0.32766 2.28536 6.78440 -1.882 -0.475 1.616
C -1.72719 2.45982 6.36538 -0.146 0.309 1.050
H 2.20424 2.37773 7.41080 -0.302 -0.594 -1.002
H 2.72022 2.58544 5.69460 -0.189 0.066 0.153
H 2.37299 0.96542 6.17217 -0.349 0.840 0.496
H -0.20434 2.30398 7.82382 0.626 -0.214 -1.924
H -2.33302 2.55604 7.29639 0.376 0.194 -0.723
H -2.14613 1.57687 5.84516 0.481 0.678 -0.129
H -1.75089 3.39730 5.79178 -0.623 -0.606 -0.100
C 0.81743 -1.12448 4.42407 0.155 0.856 1.087
C 2.15305 -1.01677 3.75795 2.315 2.547 -0.391
O 2.86882 0.03659 3.82499 -1.865 -2.377 0.187
N 2.61336 -2.06817 3.05048 -2.051 -0.703 0.846
C 3.86165 -2.01966 2.36079 0.288 -1.405 -0.935
H 0.93197 -0.88196 5.49816 0.201 0.022 -0.438
H 0.37398 -2.09532 4.42594 -0.312 -0.736 -0.442
H 0.13704 -0.36191 4.04508 -0.002 -0.089 -0.257
H 1.90151 -2.78742 2.83758 1.089 0.576 0.130
H 4.71757 -1.99818 3.04568 -0.277 0.570 -0.204
H 3.83307 -1.25801 1.58744 0.447 0.433 0.254
H 3.95122 -2.97555 1.81757 0.001 0.259 0.161
C -3.33229 -0.89945 4.43325 -0.771 0.622 -0.116
C -2.78980 -2.27192 4.80418 -0.136 -1.201 1.610
O -3.07729 -3.33445 4.25796 -0.468 0.710 -0.775
N -2.05904 -2.40531 5.96761 -0.553 1.493 -2.409
C -1.78480 -3.65172 6.57616 0.739 -0.880 0.515
H -2.68613 -0.02859 4.57925 0.378 -0.476 0.001
H -4.26080 -0.62423 4.97865 0.552 -0.677 0.281
H -3.70191 -0.84301 3.41122 0.494 -0.381 -0.242
H -1.82113 -1.56457 6.41957 0.373 0.791 0.751
H -0.88961 -3.52661 7.19102 -0.525 0.129 0.666
H -1.42442 -4.45829 5.92518 -0.698 0.406 -0.480
H -2.69364 -3.95610 7.10470 0.501 -0.490 0.282
```
Forces are in eV/Å.

Results
* LUMO: 0.17 eV
* M: 1115.02 g mol⁻¹
* net charge: 0
* HOMO level: -9.126 eV
* energy above the lowest of the compared OMol25 structures with the same formula, charge and spin: 0.000 eV
* HOMO-LUMO gap: 9.30 eV
* maximum force: 4.81 eV Å⁻¹

Atom charges from the Löwdin analysis, given in e for atoms 1 to 5:
1 C -0.01
2 C -0.28
3 O 0.15
4 C -0.60
5 O 0.11